The following is a quantum chemistry calculation of a cluster of 2 separate species, BrIO2S2 in total in a non-equilibrium geometry, from the Open Molecules 2025 dataset.

```
6
Properties=species:S:1:pos:R:3:forces:R:3
O -1.248927 2.228499 -0.250695 0.1 -0.3 -0.5
O 0.001825 -0.366104 1.278362 -0.2 -1.1 -0.2
S 0.636807 -1.552634 0.602385 -0.1 0.2 0.4
S 0.037594 1.780418 0.247596 0.5 0.5 0.5
Br 1.478947 0.854375 -1.197891 -0.4 0.4 -0.3
I -0.906247 -2.944554 -0.679756 0.1 0.4 0.3
```
Forces are in eV/Å.

## Properties
E_HOMO (alpha / beta) = -8.79 / -9.06 eV
Spin multiplicity = 1
Kohn-Sham gap (alpha / beta) = 0.25420 / 0.28379 hartree
Energy relative to the best compared isomer or geometry (same formula, charge and spin) = 16.87 kcal per mole
Lowest unoccupied orbital energy (alpha / beta) = -0.069 / -0.049 Ha

Here are the Löwdin charges for atoms 1 to 2, given in e: atom 1 (O): -0.549, atom 2 (O): -0.851

The following is a quantum chemistry calculation of a structure of composition C9H21CuNO6 in a non-equilibrium geometry, from the Open Molecules 2025 dataset.

```
38
Properties=species:S:1:pos:R:3:forces:R:3
Cu 1.363726 0.666107 -0.263716 1.4 -0.1 -0.3
C 3.263546 -0.007643 3.042794 -0.6 -0.5 -1.2
C 3.261636 1.093177 1.929704 0.6 -0.4 -1.4
O 3.586996 0.773397 0.591924 -1.3 -0.6 1.0
H 4.178136 -0.597373 3.104744 0.7 0.6 0.2
H 2.567346 -0.815863 2.818784 -0.6 0.2 -0.3
H 2.939386 0.392357 4.003534 0.3 0.2 0.2
H 3.958806 1.865527 2.254554 0.5 0.5 0.5
H 2.293686 1.593057 1.893934 -0.6 0.1 0.8
C -1.228734 3.248967 -2.160536 0.5 -0.2 0.3
C 0.022606 3.168967 -1.251466 1.2 -1.8 0.2
O 1.201036 2.713067 -1.841716 -0.8 0.7 -0.1
H -2.080464 3.749577 -1.700046 -0.2 0.0 0.3
H -1.515044 2.235767 -2.442596 -0.1 -0.1 0.0
H -1.038574 3.773547 -3.096886 0.4 0.2 0.0
H -0.067914 2.457377 -0.430766 -1.7 -1.2 0.4
H 0.059696 3.949377 -0.491416 0.4 2.1 -0.6
C 1.885516 -3.810593 1.563864 -0.9 2.3 -2.4
N 1.049766 -2.525123 1.350514 2.2 -2.0 0.3
O 0.267166 -2.205833 2.256864 -2.3 0.8 2.2
O 1.141216 -1.903393 0.229244 0.2 -0.3 -0.8
H 1.672736 -4.242973 0.586174 0.5 -0.8 -0.1
H 1.609846 -4.507623 2.355224 -0.2 0.7 0.2
H 2.902246 -3.418203 1.544564 0.3 -0.6 0.4
O -0.677804 -0.221893 -0.967616 -3.9 -2.0 -2.5
C -1.503124 -0.805513 -1.729986 4.0 2.1 1.0
O -2.834154 -0.922593 -1.511746 0.3 -0.6 -0.9
C -3.281544 -0.767363 -0.190986 0.3 1.6 2.2
C -3.569764 0.676187 0.221184 -0.4 0.7 -0.4
C -0.996824 -1.476483 -3.050536 -0.6 0.5 0.6
H -2.500574 -1.104693 0.490474 -0.1 -0.5 0.0
H -4.250644 -1.222863 0.012664 0.4 -1.0 -0.7
H -4.546224 0.982477 -0.154046 -0.1 0.1 -0.5
H -2.836464 1.407887 -0.117886 0.2 -0.2 0.1
H -3.710074 0.774837 1.297614 0.5 -0.3 0.2
H -0.027504 -1.095393 -3.371936 0.1 -0.1 0.8
H -1.599924 -1.327273 -3.946136 -0.7 0.0 0.4
H -0.959754 -2.542953 -2.828356 0.2 0.0 -0.1
```
Forces are in eV/Å.

## Properties
E_HOMO (alpha / beta) = 1.53 / -0.07 eV
Spin multiplicity = 2
Kohn-Sham gap (alpha / beta) = 0.12817 / 0.18608 hartree
Expectation value of S² = 0.754
Net charge = -2
Lowest unoccupied orbital energy (alpha / beta) = 0.185 / 0.184 Ha

Here are the Löwdin charges for atoms 1 to 2, given in e: atom 1 (Cu): 0.444, atom 2 (C): -0.118

The following is a quantum chemistry calculation of an isolated molecule of C2H5NOS2 in a non-equilibrium geometry, from the Open Molecules 2025 dataset.

```
11
Properties=species:S:1:pos:R:3:forces:R:3
C 0.833062 0.294923 -0.532742 -1.4 0.0 -0.7
C -0.388526 1.141023 -0.071841 0.7 0.1 -0.5
N 1.551594 -0.191546 0.524736 0.7 -0.4 1.1
O -1.101467 0.481400 0.963783 -0.7 0.0 0.5
S -1.087231 -2.409433 0.638048 -0.2 0.1 0.3
S -0.468964 -0.792436 1.732689 0.5 -0.1 -0.8
H 0.465017 -0.502714 -1.221269 0.1 0.2 0.0
H 1.488221 0.942020 -1.133191 0.1 0.1 0.1
H -0.060770 2.112900 0.313711 -0.1 -0.2 -0.1
H -1.085144 1.272728 -0.901873 0.0 0.1 0.1
H -0.145791 -2.348865 -0.312052 0.2 -0.1 0.0
```
Forces are in eV/Å.

## Properties
E_HOMO (alpha / beta) = -8.56 / -8.23 eV
Spin multiplicity = 1
Kohn-Sham gap (alpha / beta) = 0.29548 / 0.28905 hartree
Energy relative to the best compared isomer or geometry (same formula, charge and spin) = 104.51 kcal per mole
Lowest unoccupied orbital energy (alpha / beta) = -0.019 / -0.013 Ha

Here are the Löwdin charges for atoms 1 to 2, given in e: atom 1 (C): -0.450, atom 2 (C): -0.247

The following is a quantum chemistry calculation of a cluster of 11 separate species, C40H58F6N2O16P in total in a non-equilibrium geometry, from the Open Molecules 2025 dataset.

```
123
Properties=species:S:1:pos:R:3:forces:R:3
P -0.098707 0.067427 -0.624638 -1.4 1.3 1.1
F 0.026293 -0.895194 -1.892021 0.1 -0.4 0.0
F -1.469845 -0.665591 -0.086921 0.6 -0.7 -0.4
F 0.795577 -0.880016 0.303867 -0.1 -0.2 0.0
F -0.295809 1.147288 0.584362 0.4 -0.3 0.2
F 1.247653 0.855272 -1.065657 -0.3 0.1 -0.6
F -1.107888 1.039604 -1.493004 0.8 0.0 -0.5
O -4.683095 1.814763 -1.856568 -0.3 -0.6 -0.1
C -3.772700 2.500775 -2.226215 0.1 1.4 0.6
O -3.299373 2.472530 -3.471949 -0.3 -0.5 -0.7
C -2.216513 3.389016 -3.689131 0.1 -0.1 -0.1
C -1.818393 3.816890 -2.302181 1.3 0.8 1.4
C -3.059413 3.593701 -1.438506 0.2 -0.2 -0.6
H -2.532762 4.214676 -4.331429 -0.4 0.0 0.2
H -1.444808 2.854943 -4.240081 0.0 -0.1 0.2
H -1.438694 4.839075 -2.223008 -0.4 0.1 -0.4
H -0.973356 3.259682 -1.893082 -0.3 -0.4 -0.3
H -3.653508 4.509975 -1.430869 -0.4 -0.2 0.0
H -2.901710 3.301584 -0.403981 0.2 -0.1 -0.1
O 1.438347 5.283460 1.581432 -0.2 -0.2 -0.4
C 2.219074 4.669310 0.919837 0.1 0.5 0.3
O 3.476318 5.158243 0.717403 0.7 0.1 0.1
C 4.231163 4.269808 -0.129153 -0.3 0.1 -0.7
C 3.555109 2.931431 0.114962 1.0 -0.2 -0.3
C 2.104583 3.338029 0.229202 0.2 -0.7 0.3
H 5.300998 4.244477 0.075811 -0.1 0.3 0.6
H 4.141601 4.671088 -1.144596 -0.2 -0.4 -0.1
H 3.982586 2.558972 1.050394 -0.4 0.0 0.2
H 3.782898 2.152946 -0.615934 -0.2 0.2 -0.3
H 1.539317 2.600998 0.791635 -0.4 0.3 0.0
H 1.682583 3.452267 -0.771040 -0.2 0.1 0.1
O -3.381655 -4.475595 4.782533 -0.2 0.2 0.2
C -3.080258 -3.657128 3.962599 0.4 -0.6 0.1
O -3.590770 -3.702323 2.714786 0.0 -0.5 -0.7
C -2.968820 -2.767290 1.812992 0.1 0.9 1.0
C -1.816639 -2.162059 2.616292 0.3 0.8 -0.2
C -2.047534 -2.569093 4.074084 0.5 0.7 -1.0
H -3.719562 -2.003955 1.610668 0.0 -0.1 -0.3
H -2.583273 -3.174721 0.880902 -0.4 -0.7 0.1
H -1.836517 -1.080164 2.475433 0.2 -0.1 0.1
H -0.841723 -2.497688 2.266398 -0.1 -0.1 0.0
H -2.375095 -1.696798 4.639824 -0.3 -0.3 0.3
H -1.098869 -2.902071 4.486783 -0.3 -0.3 0.4
O 3.419363 3.275429 -4.057847 0.0 0.0 0.1
C 2.672023 2.339242 -4.109959 -0.1 0.6 0.5
O 3.115583 1.109031 -4.392771 0.8 -0.8 0.3
C 2.078643 0.141853 -4.262080 -1.1 -0.2 -1.1
C 0.826038 0.965203 -4.573509 -0.9 0.1 0.3
C 1.148631 2.357212 -4.005132 0.8 -0.7 -0.9
H 2.069955 -0.381053 -3.310208 0.0 0.6 0.3
H 2.172036 -0.636271 -5.022366 0.5 0.2 -0.1
H -0.088897 0.511292 -4.189458 0.1 0.1 0.2
H 0.671664 1.061956 -5.650026 0.3 -0.2 -0.1
H 0.756088 2.513670 -3.004848 0.2 0.2 0.0
H 0.933010 3.165815 -4.702711 -0.7 0.1 0.3
O 3.746019 -3.140103 0.097050 0.1 0.1 0.2
C 4.333029 -2.386191 -0.623377 -0.4 -0.2 -0.1
O 5.676984 -2.442944 -0.765997 0.3 0.1 0.5
C 6.152234 -1.396820 -1.611007 -0.4 0.0 -1.2
C 4.925321 -0.956085 -2.440985 0.4 0.8 0.8
C 3.769546 -1.298201 -1.501030 0.2 -0.1 -0.4
H 6.895810 -1.825206 -2.279956 0.2 0.0 0.3
H 6.574856 -0.547682 -1.074170 0.0 -0.3 0.4
H 4.958179 -1.435225 -3.415549 -0.5 0.0 0.0
H 4.937990 0.129844 -2.532158 0.2 -0.1 -0.6
H 2.848778 -1.602800 -1.989408 0.0 -0.2 0.2
H 3.535048 -0.427938 -0.884530 -0.1 -0.1 0.1
O -0.147404 -7.185827 -0.870893 0.3 0.2 0.1
C -0.277570 -5.990699 -0.831113 -0.9 -1.0 -0.2
O 0.604288 -5.167536 -0.263532 0.5 0.2 0.3
C 0.112460 -3.817280 -0.313945 -0.2 0.2 -0.8
C -0.821045 -3.816417 -1.516679 -0.8 -0.2 -0.1
C -1.459344 -5.208550 -1.377451 0.5 0.3 -0.1
H 0.937420 -3.125878 -0.431892 0.2 -0.1 0.3
H -0.455468 -3.608158 0.591870 0.2 0.0 0.1
H -0.286019 -3.740017 -2.464167 0.2 -0.1 0.1
H -1.542235 -3.000142 -1.507703 0.1 0.1 0.2
H -1.853793 -5.675098 -2.275267 0.1 0.1 -0.1
H -2.260815 -5.230926 -0.633262 0.1 0.1 0.1
O 0.518914 4.334180 4.064641 -0.1 -0.1 0.2
C 0.549807 3.162445 4.296930 -0.5 0.5 -0.7
O 1.500068 2.619442 5.070618 0.6 0.0 1.0
C 1.202877 1.270060 5.383262 -0.7 -1.3 -0.4
C 0.333381 0.779247 4.208622 0.3 0.4 -0.9
C -0.375763 2.079345 3.784505 0.1 -0.5 0.4
H 0.617434 1.143027 6.299737 0.2 0.6 0.2
H 2.135064 0.724842 5.501671 0.0 0.0 -0.1
H -0.328299 -0.067834 4.377067 -0.1 0.1 0.5
H 0.957855 0.468430 3.367457 0.2 0.0 0.1
H -1.338553 2.195932 4.286469 -0.1 0.1 -0.2
H -0.489936 2.160529 2.707240 -0.2 0.1 0.0
O -3.564159 -4.041243 -4.225902 0.1 -0.1 -0.2
C -3.669825 -3.093628 -3.502018 0.0 -0.1 0.7
O -3.267796 -1.861907 -3.839165 0.4 0.0 -0.4
C -3.586608 -0.865440 -2.863294 -0.4 0.3 0.6
C -4.338570 -1.581830 -1.723730 -0.2 -0.2 0.2
C -4.260480 -3.064781 -2.104884 -0.5 0.2 0.2
H -4.178287 -0.108072 -3.369743 -0.1 -0.1 0.1
H -2.697263 -0.367166 -2.476027 0.2 -0.3 -0.3
H -5.370493 -1.248694 -1.613729 0.0 0.1 -0.3
H -3.891791 -1.420396 -0.743389 0.2 0.2 -0.2
H -5.225904 -3.571433 -2.123921 0.0 0.1 -0.1
H -3.671962 -3.622575 -1.379686 0.3 -0.1 -0.3
N -4.895412 1.255067 1.032505 0.2 0.0 0.6
C -3.796006 0.656143 1.592142 -0.1 -0.1 -0.9
C -4.023360 0.501624 2.928034 -0.1 0.5 0.9
C -5.251873 1.149428 3.225545 -0.5 0.0 -0.6
C -5.781462 1.582039 2.025195 0.0 -0.6 0.0
H -5.017978 1.343785 0.032180 0.0 0.3 0.0
H -2.949880 0.467212 0.947667 0.0 -0.3 0.3
H -3.439192 0.001175 3.685314 0.4 0.2 -0.2
H -5.718764 1.275446 4.187870 0.0 -0.2 0.0
H -6.779129 1.907476 1.780107 0.1 0.3 0.1
N 4.690842 -1.264329 2.560497 0.3 0.8 0.7
C 5.251007 -0.900860 3.754579 0.0 -0.7 0.6
C 4.588758 0.187725 4.247975 0.3 0.5 -0.3
C 3.687352 0.617869 3.235586 -0.3 -0.5 -0.2
C 3.736075 -0.328888 2.243756 0.3 -0.6 -0.8
H 4.971801 -2.063371 2.020880 -0.2 0.0 -0.2
H 6.046557 -1.464221 4.216900 -0.1 -0.1 -0.1
H 4.755632 0.651038 5.206345 0.1 0.1 -0.1
H 3.052551 1.487486 3.217972 0.0 0.0 0.2
H 3.217550 -0.490369 1.310050 -0.3 0.4 0.2
```
Forces are in eV/Å.

## Properties
E_HOMO = -6.41 eV
Spin multiplicity = 1
Kohn-Sham gap = 0.31184 hartree
Net charge = -1
Lowest unoccupied orbital energy = 0.076 Ha

Here are the Löwdin charges for atoms 1 to 2, given in e: atom 1 (P): 0.217, atom 2 (F): -0.120